(1)
Computed, not measured: C45H33F3GeIrNO4P as an isolated structure at a distorted geometry, with ωB97M-V/def2-TZVPD.

Calculated values
Total charge: -2
Orbital gap (alpha / beta): 4.80 / 4.93 eV
Multiplicity: 2
Energy above the lowest of the compared OMol25 structures with the same formula, charge and spin: 2.669 eV
E_LUMO (alpha / beta): 4.12 / 4.12 eV
<S²>: 0.98
HOMO level (alpha / beta): -0.68 / -0.81 eV
Max |F|: 2.12 eV/A

Last column: Mulliken spin population.
Element x y z (Å)
1 C -0.587 -3.104 -1.479  -0.09
2 C -1.471 2.631 -0.661  0.05
3 H -5.456 1.478 -5.259  0.00
4 H 4.291 0.954 2.215  0.00
5 H 0.021 -2.601 4.020  0.00
6 C 2.855 -2.299 6.513  0.00
7 C -2.249 3.018 -3.780  0.01
8 H 5.381 3.057 2.915  0.00
9 O -2.915 -5.579 -4.756  0.01
10 H 2.408 -2.429 7.494  0.00
11 H -2.305 -2.837 4.808  0.00
12 H 4.676 -3.317 7.040  0.00
13 H -0.975 -1.257 -4.337  0.00
14 C 1.790 2.262 4.061  -0.01
15 C 3.764 1.646 2.863  0.00
16 C -0.170 -0.536 3.472  0.00
17 C -1.775 -4.354 -3.208  -0.03
18 H -0.321 -3.973 0.458  0.02
19 C -4.041 1.424 -3.654  0.00
20 F 2.667 2.418 -0.958  0.00
21 H -3.085 1.217 3.684  0.00
22 H 4.153 4.682 4.322  0.00
23 C -1.057 -2.110 -3.675  0.00
24 H -1.285 -5.135 -1.281  0.01
25 C 3.685 3.747 4.034  0.00
26 C -0.215 -3.072 -0.128  0.50
27 H -2.917 4.189 -1.044  0.00
28 C -3.425 0.589 -0.670  -0.01
29 N -2.367 -5.550 -3.656  0.00
30 H -6.150 -0.674 1.781  0.00
31 C -3.362 -0.697 -0.141  -0.01
32 C -2.054 3.877 -0.463  -0.01
33 H 1.848 4.166 5.058  0.00
34 C -4.502 1.408 -0.322  0.00
35 H 1.134 2.840 1.491  0.00
36 C 2.365 1.091 -1.171  0.11
37 H 4.409 -1.861 3.018  0.00
38 C 2.391 3.457 4.441  0.00
39 C -0.649 -1.748 3.976  -0.02
40 C -1.961 -1.887 4.411  0.00
41 C -2.771 3.514 -4.963  0.01
42 C -1.499 4.731 0.480  0.02
43 Ge 1.709 -0.459 2.725  0.00
44 C 3.972 -1.977 4.006  -0.01
45 C 0.230 3.105 0.956  0.04
46 C 4.124 -2.801 6.261  0.00
47 H -6.302 1.602 0.819  0.00
48 H -4.573 2.406 -0.737  0.00
49 P -2.032 1.214 -1.674  0.07
50 F 2.888 0.841 -2.421  0.00
51 Ir 0.285 0.486 -0.884  0.30
52 H 0.052 4.995 1.944  0.00
53 C -1.081 0.516 3.352  0.01
54 C 0.243 -0.760 0.597  -0.31
55 C -1.212 -4.278 -1.936  0.16
56 H 0.778 2.047 4.387  0.00
57 H -4.530 0.601 -3.147  0.00
58 C 2.701 -1.454 4.242  -0.02
59 H -1.944 5.705 0.656  0.00
60 H -4.343 3.353 -6.423  0.00
61 H -2.536 -1.343 -0.419  -0.01
62 O 0.148 -2.051 0.688  0.04
63 H -0.767 1.439 2.879  0.00
64 H -4.274 -2.154 1.139  0.00
65 H -3.856 -0.908 4.685  0.00
66 C -0.359 -2.039 -2.440  0.09
67 C -0.374 4.334 1.197  -0.01
68 C -5.396 -0.327 1.085  0.00
69 C -5.478 0.952 0.548  0.00
70 F 3.229 0.429 -0.329  -0.01
71 C -2.394 0.386 3.786  0.00
72 H -1.335 3.432 -3.370  0.00
73 C -2.895 1.989 -3.089  0.01
74 H 1.178 -1.221 5.736  0.00
75 C 4.371 2.835 3.241  0.00
76 C -4.341 -1.154 0.728  0.01
77 C -2.835 -0.811 4.334  0.00
78 C -0.308 2.223 0.020  -0.05
79 C 2.467 1.336 3.269  0.00
80 O -2.333 -6.544 -2.937  -0.01
81 H -2.268 4.323 -5.479  0.00
82 C -4.559 1.919 -4.840  0.00
83 C -1.750 -3.226 -4.053  0.09
84 C -3.932 2.969 -5.497  0.01
85 C 4.684 -2.633 5.002  0.00
86 H -2.258 -3.285 -5.005  0.01
87 H 5.678 -3.020 4.801  0.00
88 C 2.157 -1.627 5.516  0.00
89 O 0.477 -1.111 -2.229  0.01

---

(2)
Computed, not measured: C45H33F3IrNO3P2S6 as an isolated structure at a distorted geometry, with ωB97M-V/def2-TZVPD.

Calculated values
Total charge: -1
Orbital gap (alpha / beta): 7.13 / 6.38 eV
Multiplicity: 2
Energy above the lowest of the compared OMol25 structures with the same formula, charge and spin: 0.650 eV
E_LUMO (alpha / beta): 2.34 / 1.57 eV
<S²>: 0.76
HOMO level (alpha / beta): -4.79 / -4.81 eV
Max |F|: 1.83 eV/A

Last column: Mulliken spin population.
Element x y z (Å)
1 C -2.290 0.184 1.435  0.04
2 H 6.722 2.389 0.177  0.00
3 H -0.257 -2.787 3.397  0.00
4 C -0.949 3.720 1.960  -0.01
5 H 0.932 2.717 6.447  0.00
6 H 3.694 5.210 -0.927  0.00
7 H -4.362 -2.270 -0.194  0.00
8 C -1.157 -2.834 -2.812  0.00
9 C 4.221 -2.422 -3.898  0.00
10 H -1.210 5.093 3.581  0.00
11 C -0.216 4.665 -0.116  0.01
12 H -3.323 3.005 -0.128  0.00
13 S 2.097 -0.562 -2.065  0.01
14 C 1.535 3.340 4.486  0.00
15 C -0.512 -4.416 -4.393  0.00
16 C -3.371 2.116 0.492  0.00
17 C -0.920 4.978 2.544  0.00
18 C -4.853 0.065 -2.538  0.00
19 C -4.566 1.748 1.082  0.00
20 C 1.430 0.648 3.815  0.00
21 O 0.853 -3.841 2.079  0.00
22 H 0.550 -3.187 -5.871  0.00
23 H -5.451 2.356 0.936  0.00
24 C -0.013 -3.280 -4.956  0.00
25 C -0.588 3.548 0.627  0.03
26 H -2.467 -5.588 1.860  0.00
27 H 1.968 3.662 -0.133  0.03
28 H 0.836 0.318 5.843  0.00
29 H 0.123 6.780 -0.122  0.00
30 H -1.684 -4.913 -2.591  0.00
31 H -1.260 2.866 2.551  -0.01
32 C -1.856 -2.107 -1.666  0.01
33 H 2.684 -6.049 -1.497  0.00
34 S -0.356 -1.900 -4.013  0.00
35 H -5.481 0.914 -2.307  0.00
36 N 1.782 -2.871 -1.038  -0.01
37 C -5.057 -0.757 -3.604  0.00
38 C -1.188 -4.154 -3.173  0.00
39 C -3.714 -0.308 -1.777  0.00
40 C -0.171 5.921 0.469  0.00
41 S 2.842 -0.872 1.132  0.00
42 H 2.127 3.682 2.460  0.00
43 Ir 0.781 -1.124 -0.195  0.24
44 H 1.579 4.391 4.742  0.00
45 F 3.955 -2.993 -5.099  0.00
46 C 3.360 2.161 0.505  0.02
47 C -2.422 -3.092 -0.633  0.00
48 C 3.985 4.261 -0.496  0.00
49 C -3.495 -0.184 2.027  0.01
50 C 1.838 2.939 3.193  0.00
51 C 4.703 1.805 0.574  0.00
52 C 1.171 2.401 5.439  0.01
53 C -3.069 -1.396 -2.275  0.00
54 P -0.720 1.897 -0.190  0.04
55 C 2.509 -2.242 -2.009  0.00
56 C 0.611 0.823 0.273  0.57
57 C 3.009 3.388 -0.042  -0.03
58 C 5.324 3.910 -0.409  0.00
59 C 5.680 2.679 0.125  0.00
60 C -3.613 -3.012 0.035  0.00
61 C -4.630 0.590 1.851  0.00
62 C 3.367 -3.001 -2.815  0.00
63 C 1.833 -4.184 -0.873  0.00
64 F 5.537 -2.660 -3.671  0.00
65 C 2.654 -4.981 -1.653  0.00
66 H 4.073 -4.965 -3.259  0.00
67 H -5.832 -0.696 -4.351  0.00
68 H -3.364 0.213 -0.899  0.00
69 S -3.857 -1.976 -3.695  0.00
70 H 0.010 4.530 -1.168  0.00
71 C 1.785 1.591 2.852  0.02
72 C 1.118 1.055 5.101  0.00
73 H 6.088 4.587 -0.768  0.00
74 O 0.086 -1.750 1.746  0.03
75 C -0.523 6.080 1.802  0.00
76 H 1.228 -4.567 -0.062  0.00
77 C 0.242 -2.831 2.403  -0.01
78 H -4.607 -4.066 1.707  0.00
79 C -2.642 -4.776 1.174  0.00
80 H 4.979 0.832 0.961  0.00
81 P 2.115 1.001 1.159  0.00
82 F 4.087 -1.105 -4.055  0.00
83 H -3.537 -1.096 2.609  0.00
84 C -3.738 -3.975 1.069  0.00
85 H -0.405 -5.400 -4.827  0.00
86 S -0.885 2.137 -2.124  0.05
87 S -1.467 -4.365 0.007  0.00
88 H -5.568 0.291 2.303  0.00
89 H 1.387 -0.397 3.537  0.00
90 C -2.229 1.333 0.663  -0.05
91 C 3.424 -4.373 -2.626  0.00
92 H -0.503 7.063 2.257  0.00
93 O -1.116 -1.118 -1.042  -0.01
94 H -1.419 -0.440 1.570  -0.02

---

(3)
Computed, not measured: C45H34AsClCoN5O2P as an isolated structure, with ωB97M-V/def2-TZVPD.

Calculated values
Orbital gap (alpha / beta): 6.89 / 6.83 eV
Multiplicity: 2
Energy above the lowest of the compared OMol25 structures with the same formula, charge and spin: 0.000 eV
E_LUMO (alpha / beta): -0.96 / -0.97 eV
<S²>: 0.85
HOMO level (alpha / beta): -7.85 / -7.79 eV
Max |F|: 0.39 eV/A

Last column: Mulliken spin population.
Element x y z (Å)
1 H 3.672 -0.169 3.476  0.00
2 C -4.171 -6.183 1.072  0.00
3 C 0.348 0.045 2.612  0.01
4 C 0.676 0.064 5.024  0.00
5 C -3.625 1.569 -0.869  0.00
6 C -3.755 -0.843 -2.455  0.00
7 H -3.315 -3.236 1.690  0.00
8 H 0.269 0.118 6.025  0.00
9 H -3.364 -3.695 -1.359  0.00
10 C -2.728 -8.541 1.484  0.00
11 H -7.969 -4.071 1.702  0.00
12 C 0.400 -3.381 -1.725  0.00
13 H 4.194 -0.256 -4.661  0.00
14 O -0.484 0.093 1.633  0.00
15 H 2.020 0.654 -5.620  0.00
16 O -0.721 2.087 -0.175  0.02
17 H -4.289 -9.505 0.375  0.00
18 C 2.599 -0.092 3.605  0.00
19 C -3.824 -3.255 0.724  0.00
20 C -1.437 4.187 -2.907  0.00
21 H -2.203 -4.352 -0.219  0.00
22 C -5.807 -3.956 4.890  0.00
23 C -4.631 -7.395 0.566  0.00
24 C -2.894 0.331 -0.490  0.00
25 C 3.807 -0.771 -1.317  0.00
26 C -3.917 -8.570 0.773  0.00
27 C 1.287 -3.847 -2.684  0.00
28 H -4.323 -2.290 0.608  0.00
29 H -1.804 -1.810 -3.756  0.00
30 C -7.952 -3.775 3.826  0.00
31 H 0.600 -3.567 -0.675  0.00
32 N -1.312 4.941 -3.764  0.00
33 H -4.151 -4.398 3.619  0.00
34 C -2.970 -6.166 1.778  0.00
35 C -2.896 2.478 -1.844  0.00
36 N 1.791 -0.283 0.059  0.00
37 C -0.731 -2.645 -2.088  -0.01
38 C -7.358 -4.037 2.597  0.00
39 C -2.861 -0.755 -1.286  -0.01
40 H -7.634 -3.530 5.932  0.00
41 C -4.585 0.146 -2.792  0.00
42 N -3.725 2.437 -2.827  0.00
43 H 4.373 -1.137 -0.470  0.00
44 P -1.726 -2.034 -0.671  0.03
45 C 1.767 0.034 -2.296  0.04
46 H -0.367 1.247 -5.213  0.00
47 H -0.223 -2.606 -5.444  0.00
48 H -3.779 -1.769 -3.016  0.00
49 H -2.167 -9.453 1.643  0.00
50 H -5.266 0.029 -3.627  0.00
51 H -9.019 -3.604 3.885  0.00
52 C -0.945 -2.385 -3.439  0.00
53 C -0.047 -2.833 -4.400  0.00
54 H -1.317 0.916 -2.956  0.00
55 H 5.438 -1.062 -2.697  0.00
56 C 1.762 -0.071 2.465  0.00
57 C -0.155 0.103 3.942  0.00
58 H -2.357 0.338 0.452  -0.01
59 H 3.488 -0.124 1.196  0.00
60 C -4.594 1.469 -2.087  0.00
61 C -5.988 -4.260 2.502  0.00
62 As -5.262 -4.597 0.719  0.00
63 C 2.516 -0.355 -1.157  -0.02
64 C 0.272 0.880 -4.422  0.00
65 H -5.198 -3.929 5.785  0.00
66 N -0.575 3.000 -1.112  0.01
67 C 3.723 -0.299 -3.687  -0.01
68 C 1.069 -3.566 -4.026  0.00
69 H 1.769 -3.913 -4.775  0.00
70 C -5.218 -4.217 3.662  0.00
71 C 2.369 0.097 -3.557  0.00
72 H 2.157 -4.417 -2.383  0.00
73 H -1.322 -7.306 2.536  0.00
74 Cl 3.101 -0.079 6.261  0.00
75 C -2.253 -7.336 1.985  0.00
76 H -4.013 2.115 -0.010  0.00
77 C 2.399 -0.164 1.192  -0.01
78 C 1.576 0.559 -4.636  0.00
79 H -1.226 0.190 4.065  0.00
80 H -2.575 -5.235 2.165  0.00
81 N 0.445 0.333 -2.102  -0.01
82 C 2.069 -0.034 4.857  0.00
83 H -5.558 -7.424 0.004  0.00
84 Co -0.067 0.247 -0.193  0.97
85 C -0.266 0.725 -3.128  0.00
86 H -5.609 1.841 -1.941  0.00
87 C -2.842 -3.490 -0.417  0.01
88 C -1.615 3.205 -1.859  -0.01
89 C -7.176 -3.734 4.974  0.00
90 C 4.412 -0.738 -2.594  0.00